Formula: C4H10N2OS
Source: the OMol25 dataset
Level of theory: ωB97M-V/def2-TZVPD

Cartesian coordinates (Å):
1 C -0.596 -2.411 0.539
2 N 0.540 -1.842 -0.154
3 C 0.888 -0.534 0.052
4 O 1.865 -0.136 -0.590
5 C 0.198 0.511 0.908
6 N 1.293 1.170 1.663
7 C -0.703 1.448 0.094
8 S -1.526 0.774 -1.299
9 H -0.875 -1.855 1.422
10 H -0.389 -3.447 0.870
11 H -1.497 -2.428 -0.096
12 H 1.013 -2.288 -0.911
13 H -0.370 0.033 1.715
14 H 1.851 1.629 0.955
15 H 0.918 1.736 2.410
16 H -1.466 1.831 0.765
17 H -0.136 2.295 -0.310
18 H -0.676 1.045 -2.306

Calculated values
- gap between HOMO and LUMO (Eh) = 0.361
- HOMO energy (eV) = -9.03
- ΔE to the lowest compared entry with this formula, charge and spin (kJ/mol) = 100.9
- SMILES string = CNC(=O)[C@@H](N)CS
- LUMO level (eV) = 0.79
- electronic energy (Ha) = -741.3396